# 1
Computed, not measured: a structure of composition C45H30Cl3N12O2SeZr, with the ωB97M-V functional and the def2-TZVPD basis.

Last column: Löwdin charge in e.
Element x y z (Å)
Zr 0.6113 -0.1216 -1.2932  1.542
C 5.3158 -0.0938 -1.0833  -0.021
C 3.9938 0.2382 -1.4046  -0.134
N 2.9438 -0.2492 -0.7647  -0.017
C 3.1782 -1.1248 0.2671  -0.195
C 4.4718 -1.5276 0.6442  -0.146
C 5.5549 -0.9797 -0.0721  0.023
C 4.6287 -2.4457 1.7087  -0.027
C 3.5213 -2.9237 2.3519  -0.049
C 2.2266 -2.5082 1.9818  0.005
C 2.0463 -1.6064 0.9653  -0.280
N 0.8185 -1.1114 0.5345  -0.128
C -0.1923 -0.9497 1.5131  -0.250
C -1.4497 -1.4659 1.3423  -0.013
C -2.4849 -1.2156 2.2727  -0.055
C -2.2460 -0.4704 3.3865  -0.022
C -0.9561 0.0748 3.6113  -0.155
C -0.6649 0.8772 4.7375  -0.001
C 0.5780 1.4189 4.8695  -0.042
C 1.5286 1.1693 3.8577  -0.130
N 1.3031 0.4303 2.8019  0.138
C 0.0763 -0.1400 2.6738  -0.196
H 6.1197 0.3511 -1.6515  0.117
H 3.8069 0.9275 -2.2124  0.061
H 6.5661 -1.2682 0.1881  0.129
H 5.6237 -2.7620 1.9918  0.117
H 3.6325 -3.6332 3.1610  0.113
H 1.3638 -2.8848 2.5171  0.125
H -1.6490 -2.0961 0.4879  0.078
H -3.4637 -1.6428 2.0976  0.110
H -3.0289 -0.2850 4.1113  0.119
H -1.4357 1.0552 5.4774  0.124
H 0.8402 2.0342 5.7191  0.109
H 2.5217 1.6035 3.9361  0.112
C -4.6406 1.9672 -2.6858  -0.055
N -3.1944 1.8713 -2.5458  -0.102
C -2.4738 0.9399 -1.9366  -0.117
N -1.1839 1.2427 -2.0406  -0.045
C -1.1897 2.4161 -2.7480  -0.176
N -2.3847 2.8091 -3.0880  0.149
C -5.2345 3.2263 -2.0890  -0.187
C -6.5962 3.4529 -2.2646  -0.033
C -7.1840 4.6133 -1.7855  -0.050
C -6.4194 5.5732 -1.1404  -0.006
C -5.0613 5.3465 -0.9599  -0.127
C -4.4750 4.1697 -1.4196  0.027
C -4.2199 6.3658 -0.3342  -0.288
N -4.4894 7.5930 -0.0606  0.131
N -3.3317 8.1376 0.4857  0.132
C -2.4567 7.1961 0.4928  -0.288
O -2.9415 6.0369 -0.0208  0.119
C -1.0793 7.2018 0.9839  -0.126
C -0.4296 8.3913 1.2869  -0.004
C 0.8669 8.3442 1.7756  -0.051
C 1.5030 7.1267 1.9735  -0.033
C 0.8478 5.9351 1.6812  -0.184
C 1.5420 4.6255 1.9968  -0.058
N 0.9465 3.4653 1.3461  -0.091
C 1.4367 2.7095 0.3741  -0.106
N 0.5409 1.7873 0.0443  -0.032
C -0.5130 2.0535 0.8747  -0.196
N -0.2962 3.0475 1.6892  0.154
C -0.4400 5.9815 1.1754  0.030
H -5.0604 1.0773 -2.2155  0.136
H -4.8687 1.9206 -3.7510  0.143
H -2.8807 0.0620 -1.4626  0.078
H -0.3026 2.9666 -3.0090  0.094
H -7.2031 2.7245 -2.7904  0.120
H -8.2431 4.7773 -1.9305  0.113
H -6.8588 6.4953 -0.7855  0.122
H -3.4133 4.0333 -1.2831  0.105
H -0.9384 9.3339 1.1381  0.123
H 1.3875 9.2638 2.0058  0.112
H 2.5147 7.1079 2.3628  0.118
H 1.5085 4.4348 3.0708  0.136
H 2.5876 4.6591 1.6925  0.136
H 2.3990 2.8523 -0.0873  0.127
H -1.4355 1.4953 0.8796  0.124
H -0.9798 5.0754 0.9544  0.099
Cl -1.3909 -7.2474 -1.9477  0.710
C -1.2287 -5.5281 -1.9079  -0.662
C -2.3565 -4.7364 -1.7653  -0.112
C -2.2210 -3.3587 -1.7304  -0.568
Cl -3.6460 -2.3883 -1.5404  0.755
C -0.9768 -2.7347 -1.8333  -0.443
O -0.8363 -1.4130 -1.8122  -0.364
C 0.1251 -3.5819 -1.9740  -0.519
Cl 1.6799 -2.8159 -2.1245  0.791
C 0.0288 -4.9569 -2.0165  -0.106
H -3.3356 -5.1852 -1.6805  0.114
H 0.9101 -5.5716 -2.1287  0.116
Se 1.5386 0.1621 -3.8855  0.650
C 1.8915 1.8020 -3.1731  -0.887
N 2.1252 2.7751 -2.5874  0.087

E   -173322.9433 eV
Energy above the lowest of the compared OMol25 structures with the same formula, charge and spin   79.4 kJ/mol
Net charge   +1
HOMO energy   -10.3 eV
Gap between HOMO and LUMO   7.29 eV



# 2
Computed, not measured: the molecule C4H12N2S, with the ωB97M-V functional and the def2-TZVPD basis.

Last column: natural (NBO) charge in e.
Element x y z (Å)
N 1.6693 1.0407 -1.5318  -0.820
C 1.0942 0.7496 -0.1220  -0.244
C 0.3766 -0.5926 0.0288  -0.068
N 1.2973 -1.6888 0.5547  -0.851
C -0.7817 -0.4850 1.0552  -0.421
C -2.0637 0.3496 0.5679  -0.521
S -3.0542 -0.4742 -0.7599  -0.101
H 0.9954 1.6593 -1.9686  0.345
H 2.4025 1.7111 -1.2945  0.346
H 0.3689 1.5670 0.1242  0.170
H 1.8942 0.9546 0.5886  0.187
H 0.0230 -0.8368 -1.0945  0.201
H 1.9761 -1.3019 1.1601  0.351
H 1.7288 -2.1888 -0.2109  0.370
H -1.0211 -1.5871 1.4238  0.243
H -0.2715 -0.0176 1.9034  0.199
H -2.5103 0.5892 1.5231  0.248
H -1.8010 1.2327 0.0037  0.213
H -2.3226 -0.6812 -1.9512  0.153

E   -18156.4237 eV
Energy above the lowest of the compared OMol25 structures with the same formula, charge and spin   153.9 kJ/mol
SMILES string   NC[C@@H](N)CCS
HOMO energy   -9.0 eV
Gap between HOMO and LUMO   9.83 eV



# 3
Computed, not measured: a structure of composition C4H10BrN3, with the ωB97M-V functional and the def2-TZVPD basis.

Last column: natural (NBO) charge in e.
Element x y z (Å)
C 2.1820 1.4565 1.0624  0.132
C -0.1338 0.5754 1.0313  0.534
C -1.2807 -0.5795 -1.5418  -0.447
C 0.3060 -1.1946 0.2744  -0.146
N 0.9473 1.2257 1.1669  -0.405
N -1.3705 0.9990 1.1482  -0.778
N 0.0880 -0.9606 -1.2315  -0.558
Br 2.0647 -1.6579 0.9147  0.286
H 2.7800 1.4775 1.9670  0.249
H 2.6048 1.6811 0.0691  0.230
H -1.8988 -1.3365 -1.0975  0.235
H -1.6354 0.4489 -1.2407  0.262
H -1.4281 -0.6760 -2.5525  0.264
H -0.5765 -1.6206 0.7286  0.256
H -2.2275 0.4624 1.1118  0.458
H -1.4420 2.0334 1.5946  0.476
H 0.7318 -0.3450 -1.7472  0.466
H 0.2885 -1.9893 -1.6578  0.487

E   -78802.2222 eV
Energy above the lowest of the compared OMol25 structures with the same formula, charge and spin   88.1 kJ/mol
Net charge   +2
HOMO energy   -18.7 eV
Gap between HOMO and LUMO   10.02 eV



# 4
Computed, not measured: a structure of composition C13H15N3, with the ωB97M-V functional and the def2-TZVPD basis.

Last column: natural (NBO) charge in e.
Element x y z (Å)
N -21.4853 10.8975 -18.4526  -0.530
C -21.2456 11.6640 -17.3609  -0.011
C -20.8941 12.9174 -17.6756  -0.410
C -20.7213 12.9202 -19.0287  -0.244
C -21.0620 11.6721 -19.5750  -0.086
H -21.7533 9.9284 -18.3578  0.423
H -21.2825 11.2012 -16.3858  0.207
H -20.5633 13.6766 -16.9824  0.251
H -20.3296 13.7401 -19.6124  0.239
H -21.1770 11.1814 -20.5301  0.229
N -24.6408 16.1611 -24.1341  -0.510
C -23.3679 16.7072 -24.0027  -0.096
C -22.9419 16.5626 -22.6709  -0.291
C -23.9705 15.9054 -21.9878  -0.320
C -24.9565 15.6469 -22.9227  -0.076
H -25.1510 16.2578 -25.0003  0.418
H -22.9356 17.2856 -24.8058  0.202
H -21.9873 16.7526 -22.2028  0.219
H -23.9822 15.5826 -20.9572  0.238
H -25.8840 15.0982 -22.9936  0.206
N -24.5906 13.2664 -20.4645  -0.417
C -25.2349 14.3934 -20.0463  -0.022
C -24.6772 15.1555 -18.9882  -0.237
C -23.5713 14.7512 -18.2206  -0.221
C -23.0394 13.5196 -18.6691  -0.213
C -23.5799 12.7553 -19.7558  0.019
H -25.8313 14.9846 -20.7254  0.206
H -25.0389 16.1645 -18.8560  0.205
H -23.1021 15.2231 -17.3700  0.214
H -22.0908 13.3712 -18.1746  0.215
H -23.0550 11.8635 -20.0648  0.194

E   -18188.7839 eV
Energy above the lowest of the compared OMol25 structures with the same formula, charge and spin   579.1 kJ/mol
HOMO energy   -7.8 eV
Gap between HOMO and LUMO   8.59 eV



# 5
Computed, not measured: a cluster of 2 separate species, F3H3SSi2 in total, with the ωB97M-V functional and the def2-TZVPD basis.

Last column: natural (NBO) charge in e.
Element x y z (Å)
F -4.8342 -1.0506 0.7455  -0.638
Si -4.2092 0.3068 0.1682  2.212
F -2.6299 0.1206 0.3748  -0.666
F -4.6117 0.0467 -1.3151  -0.651
H -4.2645 1.6592 0.4523  -0.256
Si 0.7226 0.2103 -0.5431  0.996
S 1.4556 1.7153 0.4238  -0.603
H 1.0130 -1.1490 -0.6426  -0.194
H -0.0002 0.7691 -1.6226  -0.201

E   -34795.6595 eV
Energy above the lowest of the compared OMol25 structures with the same formula, charge and spin   171.3 kJ/mol
SMILES string   F[SiH](F)F.[SiH2]=S
HOMO energy   -9.0 eV
Gap between HOMO and LUMO   8.43 eV